Record 1
Below is 2 unconnected molecules or ions with the total composition C18H25F3NO6S at a distorted geometry, with properties calculated with the ωB97M-V functional and the def2-TZVPD basis.

The total energy is -1904.969435 hartree. The orbital gap is 5.0 eV. As for the highest occupied orbital energy: -2.947 eV. As for the charge: -1.

XYZ file:
```
54
C18H25F3NO6S, DFT the ωB97M-V functional and the def2-TZVPD basis
C -3.80039 0.59798 2.16198
C -2.79106 1.69340 1.94648
O -2.16138 1.38977 0.69271
C -1.22218 2.29835 0.36782
C -0.41247 2.02397 -0.79607
C 0.51347 3.10952 -1.26092
C -0.09047 4.52905 -1.28294
C 0.94136 5.59211 -1.65223
C 2.16524 5.51113 -0.73702
C 2.77928 4.11163 -0.70507
C 1.73609 3.06668 -0.33472
C -0.46570 0.80036 -1.54197
O 0.26173 0.59419 -2.52088
O -1.35609 -0.10457 -1.10158
C -1.27480 -1.33051 -1.84805
C -2.42491 -2.16757 -1.37734
O -1.06896 3.30947 1.06374
H -4.25467 0.69394 3.14878
H -4.59033 0.64660 1.40726
H -3.32949 -0.38573 2.09130
H -3.26751 2.68163 1.90309
H -2.02408 1.68265 2.73116
H 0.81102 2.83352 -2.27958
H -0.93448 4.53805 -1.98491
H -0.49270 4.72144 -0.28112
H 1.24389 5.44277 -2.69785
H 0.48459 6.58642 -1.58690
H 2.91530 6.24612 -1.04533
H 1.84655 5.77494 0.28138
H 3.18756 3.85859 -1.69295
H 3.59875 4.06604 0.01910
H 1.35493 3.23213 0.68286
H 2.15314 2.05235 -0.38164
H -1.34231 -1.11186 -2.92170
H -0.31727 -1.81666 -1.61629
H -2.35645 -3.16872 -1.80344
H -2.42641 -2.25019 -0.29077
H -3.37131 -1.71524 -1.68260
F -1.71549 -2.72314 2.60947
C -0.81683 -3.61850 2.10424
F -0.56102 -4.54082 3.06868
F -1.42704 -4.25596 1.05734
S 0.70014 -2.79303 1.58848
N 1.42692 -4.30546 1.11315
C 1.47973 -4.62520 -0.25180
O 1.04381 -3.95543 -1.16934
C 2.19468 -5.96930 -0.32161
C 2.59784 -6.32929 1.09326
C 2.14248 -5.17417 1.98681
O 2.33516 -5.01564 3.16793
H 1.51343 -6.72309 -0.74284
H 3.06795 -5.87811 -0.98276
H 2.11528 -7.26532 1.41547
H 3.68548 -6.46127 1.18973
```

=====

Record 2
Below is a molecular structure, C18H25N2Re at a distorted geometry, with properties calculated with the ωB97M-V functional and the def2-TZVPD basis.

The total energy is -888.231184 hartree. Its multiplicity is 4. For the energy relative to the best compared isomer or geometry (same formula, charge and spin), the calculation gives 49.5 kcal per mole. The orbital gap (alpha / beta) is 6.5 / 6.6 eV. As for the highest occupied orbital energy (alpha / beta): -9.937 / -11.629 eV. As for the charge: +1.

XYZ file:
```
46
C18H25N2Re, DFT the ωB97M-V functional and the def2-TZVPD basis
C -0.28856 -0.28007 -3.15342
C -0.96088 -1.61730 -3.20319
C -1.04801 0.75491 -3.97531
C 1.08024 -0.43958 -3.76334
H -1.01061 0.49351 -5.04752
H -0.64081 1.76047 -3.86794
H -2.10623 0.83765 -3.72817
H -1.02428 -2.05013 -4.20354
H -1.99066 -1.54463 -2.86298
H -0.41356 -2.29822 -2.55256
H 1.02863 -0.58691 -4.85222
H 1.59363 -1.29841 -3.33142
H 1.69458 0.44644 -3.61736
C -1.68984 0.43208 1.08737
C -2.14107 1.20828 -0.05412
C -2.37256 0.31004 -1.18366
H -2.29788 2.28367 -0.14766
C -2.03352 -1.03260 -0.71519
C -1.67162 -0.95325 0.67407
H -1.52049 -1.85730 1.23286
H -1.43795 0.79170 2.10185
H -2.82583 0.54442 -2.13782
H -2.09104 -1.97072 -1.25299
C 2.31437 0.98376 0.10832
C 1.52537 1.99593 0.72794
C 0.59267 2.50165 -0.25507
H 1.67431 2.38571 1.74325
C 0.92371 1.88279 -1.54380
C 1.90874 0.83776 -1.27016
H 2.44220 0.21187 -1.99389
H 3.20379 0.47938 0.47652
H -0.05912 3.38499 -0.20342
H 0.68281 2.30667 -2.54136
Re -0.37128 0.25125 -0.71887
C 0.01181 -1.49067 5.90532
N 0.62271 -1.02319 4.67664
C 1.90310 -0.54140 4.47124
C 2.00851 -0.24140 3.13044
N 0.83175 -0.53040 2.49992
C 0.00462 -0.96358 3.46659
H 0.68781 -1.46251 6.75337
H -0.87038 -0.88039 6.14083
H -0.33799 -2.52315 5.78744
H 2.64821 -0.44225 5.23649
H 2.87184 0.18152 2.60083
H -1.05125 -1.23841 3.35565
```

=====

Record 3
Below is C18H25N3O2 in the gas phase, with properties calculated with the ωB97M-V functional and the def2-TZVPD basis.

The total energy is -1015.674876 hartree. For the energy relative to the best compared isomer or geometry (same formula, charge and spin), the calculation gives 31.8 kcal per mole. The orbital gap is 8.6 eV. As for the highest occupied orbital energy: -8.108 eV. The structure (SMILES) is CCCCN(C)CCNC(=O)C(=O)c1c(C)[nH]c2ccccc12.

XYZ file:
```
48
C18H25N3O2, DFT the ωB97M-V functional and the def2-TZVPD basis
C -0.06229 -0.89837 2.44670
C -1.29388 -1.28310 1.63568
C -2.55238 -0.61822 2.18917
C -3.85188 -0.99413 1.46225
N -4.02528 -0.23956 0.22882
C -5.34823 0.32513 0.07579
C -3.57701 -0.91580 -0.97634
C -2.90275 0.09005 -1.92207
N -1.87970 0.80722 -1.21014
C -0.56568 0.71202 -1.47034
O -0.09296 0.15147 -2.44126
C 0.25988 1.46145 -0.42127
O -0.23551 2.45218 0.10428
C 1.58184 0.97686 -0.11381
C 2.54702 1.75508 0.51848
C 2.47263 3.16176 0.97563
N 3.67848 1.02788 0.66928
C 3.49111 -0.24193 0.17925
C 4.36519 -1.31732 0.16832
C 3.90335 -2.50460 -0.36110
C 2.60467 -2.60702 -0.85812
C 1.73561 -1.53580 -0.84920
C 2.17688 -0.31943 -0.33402
H -0.17810 -1.19746 3.48663
H 0.82541 -1.38075 2.04349
H 0.08873 0.17845 2.41305
H -1.41752 -2.36912 1.65849
H -1.13540 -0.98297 0.60041
H -2.65632 -0.90138 3.23970
H -2.43649 0.46626 2.14694
H -4.68714 -0.75677 2.12576
H -3.87625 -2.07890 1.28435
H -6.13427 -0.44145 -0.01814
H -5.37151 0.94871 -0.81632
H -5.57405 0.95481 0.93500
H -2.84533 -1.67762 -0.70478
H -4.40689 -1.41306 -1.50420
H -2.42609 -0.42649 -2.75803
H -3.63831 0.79913 -2.31423
H -2.17135 1.28630 -0.36883
H 3.42961 3.66478 0.84348
H 2.20587 3.19683 2.03281
H 1.69523 3.68768 0.42813
H 4.53473 1.37079 1.07437
H 5.36589 -1.22658 0.56467
H 4.55312 -3.36654 -0.38842
H 2.27351 -3.55254 -1.26130
H 0.74402 -1.64006 -1.25448
```

=====

Record 4
Below is C18H25N3O3S in the gas phase at a distorted geometry, with properties calculated with the ωB97M-V functional and the def2-TZVPD basis.

The total energy is -1488.991618 hartree. For the energy relative to the best compared isomer or geometry (same formula, charge and spin), the calculation gives 121.3 kcal per mole. The orbital gap is 7.6 eV. As for the highest occupied orbital energy: -7.240 eV.

XYZ file:
```
50
C18H25N3O3S, DFT the ωB97M-V functional and the def2-TZVPD basis
C -1.94226 3.70261 0.05956
N -2.74258 2.55733 -0.33245
C -2.92965 1.39689 0.34807
C -2.32577 1.11625 1.65627
C -1.09176 1.67654 1.99118
C -0.70117 1.49156 3.37504
C 0.48640 2.23524 3.93811
C 0.33791 2.75959 5.22869
C 1.00631 3.92810 5.58393
C 1.93259 4.48119 4.68392
C 2.21004 3.84673 3.46563
C 1.52228 2.67975 3.11530
O -2.94444 0.38190 2.51211
N -3.80399 0.64775 -0.37467
C -4.36946 -0.70935 -0.00606
C -5.23818 -1.19680 -1.14713
C -5.24098 -0.57789 1.22659
C -3.23789 -1.69614 0.22129
C -4.12547 1.34165 -1.52347
C -3.46152 2.51962 -1.50589
H -2.40381 4.61002 -0.33805
H -1.89099 3.79504 1.14703
H -0.92369 3.64632 -0.34157
H -0.44416 2.18665 1.28999
H -1.58046 1.82465 3.97304
H -0.34789 2.26868 5.92379
H 0.78721 4.40544 6.53747
H 2.50358 5.35788 4.98547
H 2.96378 4.25900 2.79463
H 1.79052 2.12585 2.21837
H -4.66373 -1.30127 -2.07864
H -5.63282 -2.18923 -0.88477
H -6.10148 -0.53310 -1.29608
H -4.65115 -0.28681 2.09700
H -6.02922 0.16347 1.05609
H -5.72255 -1.54045 1.44203
H -2.64964 -1.45322 1.10709
H -3.65862 -2.69845 0.37447
H -2.57545 -1.73888 -0.64940
H -4.80464 0.93846 -2.25428
H -3.45727 3.33990 -2.20218
C 0.59469 -0.59354 5.95917
S 0.56263 -0.90852 4.19426
N -0.66077 0.05844 3.60626
O 1.82167 -0.46232 3.65455
O 0.05992 -2.24720 3.98182
H 0.41252 -1.54079 6.47231
H 1.58565 -0.20460 6.20641
H -0.18545 0.10625 6.26411
H -1.53546 -0.42365 3.37219
```

=====

What is the formula in the first record? C18H25F3NO6S

=====

What is the formula in the fourth record? C18H25N3O3S